Below is a structure of composition C48H114CrF6N7O33P4S4, with properties calculated with wB97M-V/def2-TZVPD.

Geometry (Å):
C: -17.5005 -7.1043 -23.8181
H: -13.6133 -0.5789 -14.3950
C: -16.4081 -8.5002 -19.3254
H: -13.6278 -6.0143 -15.8708
H: -25.0172 -7.4288 -15.3930
H: -25.1837 -5.6031 -15.3399
F: -25.8397 -3.9356 -19.5961
H: -13.7731 -7.1576 -18.1517
H: -21.6897 -11.8822 -18.1452
H: -15.0059 -6.1587 -25.0866
O: -18.9793 -7.0301 -17.2202
H: -11.1027 -11.0494 -17.3819
O: -22.9846 -6.0477 -20.6405
C: -24.7946 -10.3514 -26.4670
S: -19.7783 -2.9791 -22.5586
N: -22.8641 -7.0331 -26.6492
O: -11.8736 -10.0836 -22.0987
H: -20.3067 -4.1129 -15.8192
H: -18.2208 -4.4325 -18.1642
H: -23.2222 -10.4403 -18.1304
H: -11.4538 -7.7911 -22.9008
H: -24.9273 -6.3415 -16.8662
H: -14.4461 -9.2096 -19.3104
H: -20.8570 -1.5146 -20.9667
H: -13.8166 -9.1722 -22.4869
O: -23.4678 -9.2765 -16.4329
H: -11.5058 -7.0630 -19.4975
C: -20.4491 -4.6356 -22.9371
H: -21.4893 -6.9759 -24.9375
C: -25.3064 -10.0591 -17.5134
N: -23.4478 -10.0701 -26.0984
H: -17.4170 -12.1479 -24.9517
H: -22.5599 -7.9636 -29.7067
O: -23.1082 -12.1590 -25.2116
H: -20.7037 -13.4457 -18.2153
C: -15.8137 -4.2827 -13.6249
C: -21.3835 -14.6964 -23.4354
H: -15.3478 -5.5713 -16.5223
C: -11.2219 -11.9996 -19.2161
H: -20.3996 -9.5055 -13.6086
H: -23.8755 -6.9425 -26.6445
H: -23.9341 -8.0801 -28.7715
C: -15.3731 -5.1024 -12.4917
H: -16.9296 -13.9536 -26.6957
H: -9.2855 -5.9993 -18.7468
H: -17.8535 -9.0421 -22.7418
H: -14.3600 -8.6578 -26.7968
C: -16.1676 -7.3292 -20.2566
H: -14.8366 1.2067 -15.6536
H: -21.6539 -14.2530 -24.4354
H: -14.8135 -10.4815 -17.3024
C: -24.6855 -6.4581 -15.8139
O: -16.3272 -8.4264 -16.0634
C: -22.1115 -6.3710 -25.6088
C: -13.6555 -6.1009 -17.9536
S: -17.4702 -8.9418 -15.3214
O: -14.9447 -8.8597 -24.8882
N: -26.9520 -7.0797 -23.8676
F: -16.6480 -11.5740 -15.3536
H: -12.8894 -7.4767 -24.0490
O: -21.6913 -9.1823 -20.0836
C: -15.5148 -10.5154 -18.1498
C: -18.0119 -8.5350 -23.7596
H: -24.8714 -10.7415 -27.4754
H: -16.3640 -6.4920 -19.6491
C: -15.0248 -8.1461 -26.0971
P: -22.0997 -8.5486 -16.1861
C: -19.7093 -11.6504 -18.9799
C: -19.6260 -4.9227 -16.0944
H: -12.3166 -11.9127 -19.3185
C: -24.9265 -8.3204 -23.2686
H: -14.8338 -6.1435 -26.7914
H: -15.4876 -13.7185 -25.4991
C: -14.2426 -5.5247 -16.6863
C: -21.1646 -9.9429 -14.2033
O: -20.8719 -7.5254 -27.6237
H: -25.3523 -9.4019 -26.4880
F: -16.1397 -10.3516 -13.6121
H: -23.0654 -10.6956 -14.1394
H: -25.7357 -10.4616 -18.4370
H: -20.3962 -15.1639 -23.4874
H: -21.5183 -4.6128 -23.0383
O: -17.4039 -9.4672 -24.6856
H: -10.4976 -8.0696 -18.6076
H: -18.5819 -4.6199 -16.0206
H: -16.5270 -4.8158 -14.2895
H: -17.8317 -6.6638 -22.9326
H: -25.2833 -10.9479 -25.7239
H: -26.9404 -7.4466 -21.8597
H: -22.7611 -5.2719 -15.9239
O: -19.2085 -10.5940 -18.6042
O: -17.5206 -8.5848 -18.7839
N: -22.0751 -12.5399 -22.5536
O: -22.2848 -7.0759 -16.4682
C: -22.1842 -10.7698 -13.5552
N: -15.3948 -9.2990 -18.9352
C: -27.6580 -7.3289 -22.6591
C: -10.6041 -7.4848 -19.5112
H: -14.8035 -4.5390 -11.7200
C: -14.3161 -0.7556 -15.1949
H: -20.7944 -10.1118 -26.1974
O: -10.6399 -8.3845 -20.6810
H: -14.9370 0.1276 -17.0427
O: -14.6261 -3.8131 -14.3803
H: -20.3183 -12.3164 -17.0455
O: -15.8215 -10.9901 -25.6968
C: -14.3635 0.3875 -16.1597
H: -13.0950 -10.2013 -23.6392
S: -19.9581 -5.8891 -17.5285
H: -28.3177 -8.1534 -22.6676
H: -8.5028 -7.1106 -19.9459
O: -21.0265 -9.1258 -17.0357
H: -19.8250 -3.7787 -18.7026
H: -20.8461 -3.1429 -20.4982
N: -20.6879 -8.5741 -20.4402
C: -21.0510 -2.5018 -21.3628
P: -11.6929 -9.6711 -20.5977
O: -18.5295 -3.3851 -21.8090
O: -19.8922 -8.0061 -19.6031
H: -17.8154 -6.5342 -24.6779
H: -19.9681 -5.0030 -23.8577
H: -20.8805 -10.3999 -24.4764
C: -23.1668 -6.2059 -15.6121
H: -23.8010 -8.8480 -18.4475
C: -18.4733 -11.3253 -20.9800
H: -22.5634 -9.3125 -28.7196
H: -13.3046 0.6668 -16.4332
H: -19.8468 -12.9188 -20.5357
H: -16.4270 -3.3980 -13.3587
O: -23.2945 -4.8003 -18.5483
H: -19.7058 -5.5247 -15.1998
H: -11.4796 -12.8044 -17.2497
C: -10.8810 -12.0512 -17.7497
C: -21.1871 -10.7922 -25.4650
H: -19.0229 -5.1352 -19.6349
H: -9.8366 -12.4068 -17.5931
C: -22.1230 -7.5121 -27.6442
C: -12.1768 -8.1984 -23.6755
H: -27.3560 -6.4024 -24.5063
C: -9.4262 -6.5022 -19.7397
H: -16.8613 -7.3081 -21.1382
C: -22.6544 -11.0146 -25.5470
H: -17.4510 -11.6944 -26.6882
H: -17.7650 -10.6379 -20.5091
H: -12.5608 -5.8700 -17.8566
H: -16.5545 -10.5254 -17.7230
O: -16.1344 -3.0399 -16.2934
H: -14.7139 -5.9387 -12.8399
H: -16.0660 -8.1514 -26.4521
H: -15.1705 -7.2040 -20.6685
H: -16.2097 -5.6000 -11.9773
F: -24.2796 -3.3160 -20.8968
C: -20.6888 -12.3678 -18.0945
O: -25.2012 -6.9837 -25.2906
P: -14.7658 -3.2132 -15.8108
H: -23.3728 -11.0179 -22.1315
C: -17.0980 -10.5496 -14.5233
C: -23.8591 -9.6835 -17.7653
C: -16.7594 -12.0376 -25.8649
O: -21.8105 -8.7246 -14.6444
C: -24.9122 -4.4113 -20.3905
H: -25.3444 -10.8233 -16.7619
H: -21.8457 -11.7509 -13.2436
H: -23.1242 -9.1073 -26.0690
H: -25.8908 -9.1521 -17.2046
Cr: -19.2427 -8.7995 -17.8985
C: -12.8240 -9.4045 -22.9697
H: -22.8316 -12.0388 -20.7240
H: -15.2919 -0.9069 -14.7236
O: -13.8687 -1.9825 -15.7713
H: -17.8636 -12.0432 -21.5011
H: -15.5031 -13.0995 -27.2046
N: -19.2919 -12.1658 -20.1122
O: -18.5949 -9.4017 -16.2021
C: -14.5220 -6.6427 -25.8934
C: -25.6677 -7.3938 -24.2337
H: -22.8743 -5.9188 -24.9844
H: -11.5998 -8.5227 -24.6309
F: -25.5186 -4.9180 -21.4594
O: -21.3195 -14.0842 -21.0702
C: -22.8513 -8.2672 -28.7412
H: -9.6443 -5.8187 -20.5425
H: -22.1009 -15.5375 -23.3086
H: -28.3330 -6.5359 -22.3585
O: -10.7882 -10.8276 -19.9703
H: -19.8937 -5.3090 -22.1743
C: -21.5441 -13.7245 -22.2196
H: -24.9819 -7.9268 -22.2680
H: -16.4415 -6.9537 -23.7341
P: -15.9727 -10.0199 -24.4654
H: -10.9234 -12.8211 -19.9302
H: -13.4225 -6.5960 -25.7952
O: -17.9781 -8.1442 -14.2461
H: -22.5158 -12.5586 -23.4582
H: -15.2587 -11.3361 -18.8417
H: -21.7472 -10.7826 -21.5561
H: -22.8149 -6.4101 -14.6437
O: -13.8537 -4.1155 -16.7239
F: -18.1469 -11.0039 -13.9601
H: -20.7693 -10.4730 -15.0665
C: -19.1484 -4.6449 -18.6497
H: -19.0943 -8.6024 -23.8754
H: -25.3554 -9.3422 -23.3137
S: -23.8546 -5.6732 -19.5671
H: -22.4144 -10.2584 -12.6660
O: -15.6468 -10.6152 -23.2131
H: -20.7699 -11.7593 -25.5606
O: -24.8201 -6.6793 -19.1951
H: -21.4925 -5.5979 -25.9909
O: -12.8453 -9.4799 -19.7465
C: -16.0964 -13.2984 -26.3291
O: -20.3302 -8.5126 -21.6134
H: -23.8798 -8.3604 -23.5186
H: -19.0749 -10.8528 -21.7145
C: -22.5237 -11.5230 -21.6300
H: -13.9895 -5.6262 -18.9052
H: -22.0501 -2.6087 -21.6666

Atomic forces in eV per Å
C 0.24 -0.95 -0.64
H 0.20 0.34 0.30
C 1.48 -0.44 1.01
H -1.28 0.59 -0.38
H 0.21 0.71 -0.27
H -0.04 -0.35 0.28
F -0.93 0.22 1.06
H -0.11 -0.40 0.64
H 0.74 -0.53 -0.05
H -0.39 0.33 0.95
O 0.24 0.46 -0.27
H 0.31 -0.18 0.50
O 0.99 -0.49 -0.40
C -1.01 1.52 -0.10
S 0.33 -1.07 -0.08
N 1.05 0.28 0.38
O -0.24 0.43 0.62
H 0.03 0.21 -0.99
H 0.72 0.43 0.00
H 0.62 -1.10 -0.19
H -0.79 0.05 -1.31
H 0.02 -0.41 -0.16
H -0.41 0.39 -0.42
H 0.10 0.49 -0.42
H 1.37 -0.04 0.15
O 1.10 -0.10 0.54
H -3.49 2.16 0.24
C 2.14 -0.65 0.34
H -0.20 -0.46 -0.51
C -0.28 0.56 -1.17
N 1.27 -0.23 0.75
H 0.89 -0.14 -0.77
H 0.88 0.75 -1.10
O 0.55 2.41 -0.75
H -0.45 -0.04 -0.86
C -1.07 1.16 -1.58
C -0.84 0.01 -0.32
H 0.91 -0.45 -0.26
C -1.96 -0.23 -2.59
H 0.93 -0.53 0.73
H 0.30 -0.17 0.01
H 0.13 -0.51 0.52
C 1.19 -1.36 1.36
H 0.87 0.08 0.70
H 0.03 0.00 -1.07
H -0.03 1.21 -1.07
H -0.26 0.16 -0.25
C -0.15 -1.00 -1.31
H -0.17 0.61 0.14
H 0.44 -0.10 1.12
H -0.19 -0.05 -0.36
C 1.16 0.66 0.18
O -0.95 -1.01 1.04
C -1.27 0.33 1.38
C 0.83 0.76 -1.23
S 0.21 1.34 -1.57
O -0.37 -0.81 1.55
N 0.55 0.87 -1.71
F -0.32 1.53 0.41
H -0.19 0.13 0.54
O 0.59 0.65 0.53
C -1.05 0.48 0.41
C 0.36 -1.22 1.93
H 0.04 -0.53 -0.03
H -0.41 1.30 0.60
C 0.37 1.71 -0.18
P 0.03 -1.70 0.38
C -0.69 -1.28 0.54
C -0.01 0.38 2.11
H 0.15 -0.53 0.36
C -0.40 0.00 -0.69
H 0.10 0.47 -0.53
H -0.41 -0.13 -0.79
C 0.75 -0.27 0.33
C 0.42 0.23 -1.37
O -1.82 0.32 0.15
H 0.24 -0.15 0.02
F 0.01 0.01 -0.02
H -0.87 -0.78 -0.71
H -0.14 0.09 0.13
H -0.04 0.31 0.18
H -0.43 -0.49 0.37
O -1.14 0.80 -0.50
H 0.32 -0.21 0.24
H 0.04 0.36 -0.65
H 0.86 -0.10 0.09
H -1.12 1.09 1.32
H -0.18 -0.74 0.15
H -0.04 -0.11 0.39
H -0.60 1.04 -0.22
O 0.39 1.24 0.44
O -0.11 -0.23 -0.22
N 0.08 -0.78 -0.49
O -0.87 1.54 0.33
C 0.26 -0.02 1.20
N -0.39 0.74 -0.89
C 0.41 0.45 1.25
C 3.82 -1.65 -1.41
H -0.34 -0.20 -0.59
C -0.37 -0.30 0.84
H 0.07 0.33 -0.50
O -1.58 -1.68 0.43
H -0.01 0.02 -0.16
O -1.18 -0.98 1.80
H -0.23 0.66 -0.61
O 0.40 0.12 -0.07
C 1.55 -0.26 -0.44
H 0.00 -0.09 -0.48
S -0.13 1.81 -0.55
H -0.41 -1.48 -0.38
H -0.88 0.72 0.08
O 0.39 0.04 -0.71
H 0.26 -0.41 0.10
H -0.37 -0.27 -0.22
N -0.13 -0.75 -1.08
C 1.93 -0.41 1.50
P 3.92 0.05 0.03
O -0.50 0.78 -0.04
O -0.31 0.29 0.85
H -0.41 0.02 -0.30
H -0.34 0.55 -0.08
H -0.28 -0.18 -0.27
C -0.35 -1.15 -1.46
H 0.11 0.38 -0.14
C 1.04 -1.50 -0.29
H -0.33 -0.23 0.40
H -1.20 -0.14 0.03
H 0.19 0.01 0.30
H 0.67 -0.21 0.24
O 0.24 -0.92 0.54
H -0.30 -0.97 0.01
H -0.45 0.07 -0.03
C 1.37 -0.26 -0.74
C 0.06 1.13 1.20
H -0.08 0.50 0.49
H -0.51 0.85 0.04
C 1.72 -1.60 -1.41
C 1.82 -1.04 -0.16
H 0.03 -0.25 0.08
C -0.05 -1.58 1.65
H 0.32 -0.27 1.09
C -1.47 -2.40 0.12
H 0.46 -0.26 0.81
H -0.67 -0.20 0.34
H -0.86 -0.34 -0.31
H 1.06 -0.54 -0.61
O -0.80 0.01 0.18
H -0.48 0.71 0.17
H 0.35 0.07 -0.10
H 0.28 -0.44 0.21
H 0.07 0.34 -0.28
F 0.74 -0.22 0.49
C 0.05 -0.11 1.15
O -0.25 -0.01 0.18
P -0.37 -0.89 -1.14
H 0.24 -0.24 0.56
C 2.67 -0.78 -1.27
C -1.80 1.22 0.70
C -2.16 0.48 -0.76
O -0.65 0.75 -1.16
C 0.29 0.55 -0.99
H -0.19 -0.34 0.50
H -0.10 -0.31 -0.48
H -0.05 -0.23 -0.30
H 0.58 -0.89 -0.26
Cr -0.53 -0.03 -0.56
C -1.03 0.24 -0.56
H 0.09 0.54 0.41
H -0.06 -0.03 -0.14
O 1.25 1.85 -0.58
H 0.50 -0.10 -0.55
H 0.51 0.15 -0.19
N -0.46 0.44 -0.17
O 1.00 -0.65 0.69
C 0.25 -2.38 -1.06
C -0.71 -0.64 1.02
H 0.03 0.23 0.31
H -0.66 0.36 1.80
F -0.68 -0.93 -0.76
O 0.79 0.15 0.42
C -0.76 0.44 0.31
H 0.07 0.30 -0.16
H 0.40 0.52 0.21
H 0.31 0.71 -0.26
O 1.08 0.85 -0.04
H -1.79 1.09 -0.61
C -0.77 -0.83 -1.29
H -0.11 0.00 0.51
H 0.75 -0.62 -0.13
P 1.18 1.15 -3.07
H -0.02 0.39 1.45
H -0.64 0.02 -0.07
O 0.19 -0.08 0.40
H 0.13 0.36 -0.62
H -0.40 -0.04 0.62
H 0.09 0.19 0.73
H 0.10 -0.17 1.55
O -0.16 -0.75 0.18
F -2.13 -0.69 1.27
H 0.47 0.25 -0.06
C -0.75 -1.71 -0.32
H 0.16 0.16 -0.46
H 0.14 0.57 0.10
S -0.45 1.95 -0.68
H -0.63 0.53 1.52
O 0.29 -0.76 2.85
H 0.69 -0.89 -0.16
O 0.00 -0.26 0.67
H 0.60 0.64 -0.55
O -1.71 0.83 0.58
C -0.76 -0.62 0.62
O -0.36 0.10 -0.13
H 0.33 -0.04 -0.29
H -0.65 0.84 -0.54
C -0.45 -0.33 -1.12
H 0.01 0.12 0.84
H -1.20 -0.20 -0.71

HOMO level (alpha / beta): -8.701 / -8.701 eV
multiplicity: 4
LUMO level (alpha / beta): 0.383 / 0.486 eV
gap between HOMO and LUMO (alpha / beta): 9.08 / 9.19 eV
<S²>: 3.76
maximum force: 4.4 eV Å⁻¹
E_tot: -9365.83466 a.u.